(1)
The following is a quantum chemistry calculation of a structure of composition C28H43BrN2P2SV at a distorted geometry, from OMol25.

Summary:
multiplicity = 4
net charge = +2
frontier orbital gap (alpha / beta) = 6.896 / 6.778 eV
HOMO level (alpha / beta) = -13.883 / -14.004 eV
<S²> = 3.785
DFT total energy = -157843.0317 eV
E_LUMO (alpha / beta) = -6.99 / -7.23 eV

Geometry as XYZ:
```
78
C28H43BrN2P2SV | OMol25 | ωB97M-V with the def2-TZVPD basis set
N 2.228 2.561 4.730
C 1.260 3.207 4.077
C 0.364 2.539 3.234
C 0.425 1.132 3.146
C 1.396 0.462 3.926
C 2.293 1.234 4.676
C -0.518 0.387 2.299
V -0.129 -0.199 0.025
P -1.329 -1.324 -1.815
C -0.429 -1.017 2.099
C -1.607 -1.883 1.953
C -1.440 -3.282 2.063
C -2.469 -4.143 1.683
C -3.600 -3.550 1.109
C -3.898 -2.202 1.239
C -2.868 -1.348 1.644
Br -4.703 -4.619 -0.083
H -1.439 0.931 2.046
H 0.516 -1.510 2.358
H -0.375 3.122 2.674
H 1.430 -0.619 3.991
H 1.200 4.292 4.210
H 3.080 0.734 5.240
H -0.488 -3.682 2.403
H -3.036 -0.270 1.677
H -2.375 -5.216 1.771
H -4.885 -1.810 0.989
P 2.292 -0.521 -0.344
C -3.047 -0.641 -1.870
C -4.148 -1.579 -2.367
H -3.020 0.285 -2.470
H -3.284 -0.319 -0.839
H -5.097 -1.026 -2.416
H -3.952 -1.973 -3.377
H -4.308 -2.422 -1.673
C -1.435 -3.136 -1.481
C -1.780 -4.038 -2.665
H -2.174 -3.265 -0.679
H -0.467 -3.432 -1.045
H -1.894 -5.070 -2.301
H -2.733 -3.759 -3.142
H -0.975 -4.032 -3.414
C -0.556 -1.104 -3.468
C -1.452 -1.208 -4.701
H 0.279 -1.819 -3.534
H -0.091 -0.108 -3.433
H -0.834 -1.068 -5.599
H -1.938 -2.188 -4.795
H -2.219 -0.424 -4.708
C 3.176 0.459 -1.615
C 2.672 0.375 -3.052
H 4.233 0.164 -1.566
H 3.124 1.499 -1.272
H 3.428 0.779 -3.734
H 2.462 -0.652 -3.368
H 1.765 0.967 -3.196
C 2.572 -2.276 -0.837
C 2.134 -3.284 0.222
H 3.637 -2.393 -1.086
H 2.012 -2.433 -1.772
H 2.381 -4.306 -0.091
H 2.629 -3.102 1.184
H 1.051 -3.240 0.386
C 3.405 -0.338 1.120
C 3.857 1.080 1.449
H 4.280 -0.983 0.951
H 2.873 -0.763 1.985
H 4.511 1.076 2.329
H 4.410 1.547 0.627
H 3.013 1.730 1.700
S 0.425 4.291 -0.453
C -0.935 3.834 -1.459
C -1.114 2.477 -1.435
N -0.259 1.797 -0.537
C 0.630 2.666 0.020
H -1.541 4.548 -1.998
H -1.810 1.895 -2.035
H 1.403 2.335 0.706
```

=====

(2)
The following is a quantum chemistry calculation of a structure of composition C28H43F9OP2Yb at a distorted geometry, from OMol25.

Summary:
ΔE to the lowest compared entry with this formula, charge and spin = 162.6 kJ/mol
multiplicity = 2
net charge = +1
frontier orbital gap (alpha / beta) = 5.064 / 4.985 eV
HOMO level (alpha / beta) = -9.594 / -9.512 eV
<S²> = 0.766
DFT total energy = -106336.2905 eV
E_LUMO (alpha / beta) = -4.53 / -4.53 eV

Geometry as XYZ:
```
84
C28H43F9OP2Yb | OMol25 | ωB97M-V with the def2-TZVPD basis set
Yb 0.617 -0.041 2.680
C -3.767 1.021 1.468
C -3.603 0.296 0.251
C -3.160 -1.121 2.014
C -3.543 0.134 2.550
C -3.265 -1.052 0.593
C -4.186 2.429 1.692
H -4.269 3.011 0.766
H -3.460 2.955 2.337
H -5.165 2.496 2.200
C -3.601 0.531 3.982
H -2.987 1.415 4.154
H -3.211 -0.225 4.668
H -4.611 0.779 4.338
C -2.831 -2.298 2.841
H -3.722 -2.848 3.178
H -2.297 -2.007 3.759
H -2.208 -3.016 2.304
C -3.119 -2.187 -0.340
H -4.029 -2.287 -0.949
H -2.977 -3.122 0.211
H -2.282 -2.062 -1.043
C -3.985 0.770 -1.096
H -4.763 0.117 -1.507
H -3.160 0.751 -1.806
H -4.358 1.793 -1.046
C -0.214 2.432 -1.205
C -1.449 2.575 -1.698
C -1.865 2.511 -3.118
C -1.084 1.431 -3.919
C -1.185 0.046 -3.377
C -0.632 -0.542 -2.300
C 0.417 -0.037 -1.335
C 0.826 1.424 -1.593
H -1.646 3.484 -3.583
H -0.048 1.782 -4.068
H -2.960 2.360 -3.188
H 1.071 1.501 -2.662
H 0.074 3.006 -0.313
H -2.256 2.804 -0.974
H 1.734 1.640 -1.001
H 0.013 -0.160 -0.306
H -0.869 -1.628 -2.201
H 1.321 -0.702 -1.409
H -1.545 1.453 -4.917
H -1.779 -0.599 -4.046
P 3.694 -1.106 -1.543
P 3.360 -4.087 -0.979
C 5.214 -2.138 -1.980
C 5.146 -3.556 -1.395
H 6.122 -1.649 -1.603
H 5.297 -2.198 -3.072
H 5.598 -4.335 -2.043
H 5.648 -3.618 -0.412
C 3.841 -5.844 -0.665
H 2.930 -6.445 -0.571
H 4.380 -5.894 0.287
H 4.479 -6.245 -1.466
C 2.765 -4.359 -2.702
H 3.523 -4.796 -3.364
H 2.391 -3.434 -3.152
H 1.906 -5.040 -2.647
C 4.475 0.083 -0.389
H 3.694 0.749 0.005
H 5.242 0.679 -0.903
H 4.918 -0.463 0.454
C 3.641 -0.091 -3.087
H 3.885 -0.692 -3.978
H 4.325 0.773 -3.011
H 2.617 0.286 -3.236
F 1.103 4.124 1.884
C -0.046 4.075 2.628
F 0.019 5.087 3.547
F -1.077 4.343 1.785
C -0.196 2.704 3.313
O -0.677 1.661 2.538
C 1.235 2.327 3.684
F 2.081 3.218 4.162
F 1.212 1.200 4.556
F 1.882 1.756 2.519
C -0.957 2.939 4.637
F -0.260 3.689 5.537
F -2.167 3.543 4.433
F -1.222 1.745 5.241
```

=====

(3)
The following is a quantum chemistry calculation of a structure of composition C28H43I2N6OPPrS at a distorted geometry, from OMol25.

Summary:
multiplicity = 3
net charge = +1
frontier orbital gap (alpha / beta) = 6.064 / 6.064 eV
HOMO level (alpha / beta) = -9.092 / -9.108 eV
<S²> = 2.003
DFT total energy = -91107.9735 eV
E_LUMO (alpha / beta) = -3.03 / -3.04 eV

Geometry as XYZ:
```
83
C28H43I2N6OPPrS | OMol25 | ωB97M-V with the def2-TZVPD basis set
Pr 0.949 -0.343 0.380
I 5.447 1.374 6.054
C 4.231 1.459 4.371
C 3.364 2.522 4.194
C 2.550 2.566 3.047
I 1.258 4.271 2.936
C 2.564 1.572 2.029
O 1.826 1.618 0.983
C 3.473 0.496 2.265
C 3.621 -0.651 1.271
N 2.525 -1.599 1.206
C 1.956 -2.098 2.449
C 0.698 -1.415 3.019
C 0.438 -1.581 4.383
C -0.735 -1.061 4.929
C -1.615 -0.366 4.110
C -1.299 -0.246 2.770
N -0.208 -0.798 2.209
C 4.289 0.450 3.422
H 3.308 3.317 4.928
H 4.540 -1.208 1.492
H 3.788 -0.229 0.273
H 2.654 -2.448 0.378
H 2.732 -2.152 3.223
H 1.656 -3.139 2.269
H 1.140 -2.113 5.015
H -0.948 -1.184 5.985
H -2.519 0.081 4.503
H -1.928 0.308 2.082
H 4.967 -0.387 3.555
C 0.372 -4.506 -4.321
C 0.419 -5.087 -2.917
C -0.050 -4.098 -1.902
N 0.684 -3.118 -1.419
N -0.012 -2.355 -0.502
C -1.240 -2.784 -0.315
N -2.122 -2.230 0.537
S -1.640 -4.166 -1.255
H 0.732 -5.242 -5.048
H 1.002 -3.614 -4.402
H -0.648 -4.223 -4.600
H 1.449 -5.377 -2.680
H -0.181 -6.003 -2.879
H -1.728 -1.606 1.233
H -2.882 -2.806 0.877
C -2.222 0.539 -2.717
C -1.163 1.623 -2.582
P 0.461 0.959 -2.057
C 1.562 2.419 -1.972
C 1.173 3.639 -2.786
C 1.057 0.019 -3.510
C 1.176 0.761 -4.826
H -3.186 0.989 -2.977
H -2.353 -0.015 -1.781
H -1.969 -0.179 -3.504
H -1.503 2.342 -1.829
H -1.092 2.167 -3.528
H 2.580 2.114 -2.238
H 1.606 2.726 -0.920
H 1.069 3.420 -3.851
H 1.939 4.415 -2.681
H 0.229 4.069 -2.436
H 0.395 -0.842 -3.655
H 2.040 -0.397 -3.260
H 0.229 1.214 -5.134
H 1.479 0.066 -5.617
H 1.938 1.544 -4.779
C -3.720 2.835 -0.442
C -3.608 1.728 0.616
C -4.670 0.652 0.348
C -3.824 2.327 2.012
C -2.263 1.117 0.546
N -1.207 0.637 0.492
H -4.707 3.309 -0.417
H -3.564 2.438 -1.452
H -2.969 3.617 -0.281
H -5.681 1.073 0.392
H -4.613 -0.157 1.086
H -4.539 0.200 -0.642
H -4.814 2.789 2.097
H -3.076 3.097 2.236
H -3.745 1.561 2.792
H 2.680 -0.617 -0.880
```

=====

(4)
The following is a quantum chemistry calculation of a cluster of 3 separate species, C28H43N2O5 in total, from OMol25.

Summary:
ΔE to the lowest compared entry with this formula, charge and spin = 0.0 kJ/mol
net charge = +1
frontier orbital gap = 7.334 eV
HOMO level = -11.221 eV
DFT total energy = -42943.5849 eV
E_LUMO = -3.89 eV

Geometry as XYZ:
```
78
C28H43N2O5 | OMol25 | ωB97M-V with the def2-TZVPD basis set
C 7.545 -3.200 1.568
O 7.232 -1.936 2.115
C 7.558 -0.850 1.272
C 7.177 0.442 1.972
C 6.884 1.572 0.988
C 6.695 2.934 1.667
C 5.247 3.252 2.055
C 4.234 3.168 0.901
C 3.212 2.050 1.071
C 2.125 2.053 -0.016
C 0.801 2.636 0.483
C -0.025 1.709 1.382
C -0.451 0.398 0.740
N -1.604 0.651 -0.188
C -1.837 -0.496 -1.112
C -2.198 -1.725 -0.295
C -1.337 -1.963 0.956
C -0.946 -0.684 1.708
N -2.133 -0.136 2.376
H 8.333 -3.134 0.810
H 7.892 -3.850 2.373
H 6.662 -3.658 1.105
H 7.029 -0.944 0.310
H 8.634 -0.857 1.046
H 6.300 0.231 2.592
H 7.976 0.747 2.653
H 5.980 1.303 0.429
H 7.684 1.627 0.244
H 7.295 2.947 2.582
H 7.086 3.739 1.039
H 5.213 4.251 2.495
H 4.948 2.566 2.856
H 4.760 3.008 -0.047
H 3.710 4.123 0.790
H 3.731 1.088 1.097
H 2.743 2.159 2.058
H 1.985 1.040 -0.405
H 2.462 2.642 -0.872
H 1.028 3.528 1.073
H 0.188 2.997 -0.354
H 0.534 1.478 2.295
H -0.926 2.243 1.708
H 0.346 -0.016 0.120
H -1.484 1.525 -0.701
H -2.426 0.762 0.431
H -0.925 -0.617 -1.699
H -2.662 -0.222 -1.764
H -3.254 -1.665 -0.031
H -2.111 -2.576 -0.972
H -0.443 -2.542 0.718
H -1.920 -2.578 1.646
H -0.113 -0.909 2.381
H -2.638 -0.856 2.881
H -1.887 0.580 3.052
C -5.972 -2.921 -0.049
C -6.763 -3.706 0.676
C -7.129 -5.073 0.209
O -7.839 -5.789 0.875
C -6.590 -5.516 -1.104
C -5.799 -4.727 -1.826
C -5.419 -3.378 -1.347
O -4.677 -2.666 -1.998
H -5.707 -1.916 0.257
H -7.187 -3.402 1.624
H -6.880 -6.508 -1.425
H -5.391 -5.024 -2.784
C -5.764 3.050 -4.256
C -5.241 2.868 -3.047
C -4.807 1.527 -2.598
O -4.270 1.383 -1.510
C -5.014 0.376 -3.513
C -5.529 0.562 -4.726
C -5.940 1.911 -5.198
O -6.402 2.077 -6.302
H -6.083 4.018 -4.620
H -5.098 3.678 -2.344
H -4.726 -0.604 -3.148
H -5.685 -0.250 -5.425
```

=====

(5)
The following is a quantum chemistry calculation of a structure of composition C28H44AsBLaN6O2PS4 at a distorted geometry, from OMol25.

Summary:
ΔE to the lowest compared entry with this formula, charge and spin = 51.8 kJ/mol
frontier orbital gap = 6.639 eV
HOMO level = -6.935 eV
DFT total energy = -157793.1604 eV
E_LUMO = -0.30 eV

Geometry as XYZ:
```
88
C28H44AsBLaN6O2PS4 | OMol25 | ωB97M-V with the def2-TZVPD basis set
La 0.903 -0.268 1.081
S 4.179 -2.842 3.887
As 2.901 -1.585 2.811
S 0.766 -2.178 3.192
S 3.205 -1.829 0.630
S 2.917 0.525 3.136
C 0.866 -1.006 -6.035
C 0.886 -0.899 -4.540
C 1.699 -1.702 -3.750
C 1.670 -1.568 -2.372
N 0.897 -0.683 -1.740
C 0.130 0.107 -2.500
C 0.082 0.027 -3.877
H 1.690 -1.617 -6.398
H 0.931 -0.017 -6.489
H -0.072 -1.457 -6.366
H 2.367 -2.423 -4.203
H 2.298 -2.184 -1.741
H -0.453 0.856 -1.974
H -0.568 0.687 -4.437
C 1.759 7.738 -1.948
C 1.169 7.939 -0.551
C 2.178 8.743 0.283
C -0.135 8.736 -0.702
C 0.880 6.612 0.153
C 0.296 6.625 1.424
C 0.002 5.466 2.131
C 0.309 4.265 1.528
O 0.116 2.982 1.960
B 0.610 2.114 0.959
O 1.088 2.931 -0.097
C 0.898 4.235 0.273
C 1.191 5.385 -0.433
H 1.930 8.712 -2.411
H 1.078 7.177 -2.590
H 2.717 7.215 -1.907
H 2.419 9.686 -0.214
H 3.099 8.171 0.410
H 1.784 8.972 1.273
H 0.056 9.678 -1.221
H -0.581 8.970 0.265
H -0.861 8.164 -1.283
H 0.062 7.575 1.888
H -0.441 5.499 3.118
H 1.657 5.302 -1.404
C 1.724 -6.782 -0.044
N 1.955 -6.234 1.351
C 0.839 -6.722 2.258
N -0.426 -6.362 1.725
C -0.590 -6.899 0.383
N 0.438 -6.418 -0.531
C 0.312 -4.967 -0.762
P 0.487 -3.850 0.776
C 2.038 -4.740 1.336
C -0.685 -4.922 1.793
H 1.814 -7.869 0.012
H 2.503 -6.377 -0.689
H 2.849 -6.570 1.711
H 0.993 -6.272 3.238
H 0.928 -7.809 2.323
H -1.566 -6.604 0.001
H -0.545 -7.991 0.425
H -0.667 -4.781 -1.213
H 1.062 -4.661 -1.497
H 2.303 -4.407 2.342
H 2.852 -4.446 0.679
H -1.710 -4.749 1.456
H -0.613 -4.595 2.829
C -2.609 0.408 1.926
C -4.157 0.331 1.928
N -4.609 -0.804 1.120
C -4.210 -0.595 -0.270
C -2.683 -0.337 -0.350
N -2.063 -0.576 0.965
C -2.435 -1.930 1.416
C -3.968 -2.020 1.618
H -2.196 0.175 2.910
H -2.257 1.400 1.640
H -4.599 1.239 1.512
H -4.542 0.202 2.940
H -4.772 0.251 -0.669
H -4.492 -1.483 -0.839
H -2.478 0.699 -0.632
H -2.204 -0.990 -1.084
H -1.895 -2.146 2.339
H -2.092 -2.630 0.650
H -4.221 -2.127 2.674
H -4.388 -2.875 1.083
```